1.
ORCA calculation (the ωB97M-V functional and the def2-TZVPD basis) on a structure of composition C11H23Br10NaO.

**Energy**: -26410.3028 hartree
**Charge**: +1
**2S+1**: 2
**Orbital gap (spin up / spin down)**: 8.93 / 5.93 eV

Element x y z (Å)
Na1 -0.30 29.75 -14.64
C1 2.56 28.25 -15.69
O1 1.21 27.93 -15.60
H1 3.26 27.81 -14.98
H2 2.99 28.11 -16.68
H3 2.73 29.32 -15.58
Br1 1.57 30.67 -12.40
C2 3.60 30.32 -12.44
C3 4.13 31.29 -13.47
Br2 6.10 30.84 -13.40
H4 3.71 29.30 -12.81
H5 3.92 30.58 -11.43
H6 4.04 32.33 -13.16
H7 3.75 31.21 -14.49
Br3 -1.47 27.69 -12.74
C4 -2.38 26.30 -13.86
C5 -1.78 26.25 -15.31
Br4 -2.38 27.90 -16.13
H8 -3.45 26.50 -13.85
H9 -2.32 25.40 -13.25
H10 -2.35 25.47 -15.83
H11 -0.71 26.03 -15.33
Br5 -1.29 28.73 -19.77
C6 0.53 28.88 -18.99
C7 0.66 30.25 -18.27
Br6 0.27 31.86 -19.50
H12 1.29 28.80 -19.78
H13 0.54 28.00 -18.35
H14 1.68 30.37 -17.89
H15 -0.11 30.24 -17.50
Br7 4.76 23.57 -11.79
C8 3.43 23.87 -13.19
C9 2.79 25.24 -13.17
Br8 1.91 25.73 -11.47
H16 2.75 23.02 -13.16
H17 4.00 23.70 -14.10
H18 1.99 25.37 -13.91
H19 3.51 26.05 -13.28
Br9 -0.12 22.95 -17.76
C10 0.66 24.78 -17.52
C11 1.86 24.92 -18.51
Br10 1.17 25.19 -20.41
H20 1.06 24.80 -16.51
H21 -0.15 25.51 -17.56
H22 2.62 24.16 -18.35
H23 2.50 25.77 -18.28

---

2.
ORCA calculation (the ωB97M-V functional and the def2-TZVPD basis) on a cluster of 3 separate species, C11H23Br4N2O in total.

**Energy**: -10913.6713 hartree
**Charge**: -1
**2S+1**: 1
**Orbital gap**: 4.45 eV

Element x y z (Å)
C1 -2.04 4.00 0.26
C2 -2.35 3.06 1.49
O1 -2.35 3.62 2.63
N1 -2.58 1.65 1.46
C3 -1.90 0.91 2.56
C4 -2.37 1.03 0.12
C5 -0.87 1.01 -0.41
C6 -0.52 -0.27 -1.31
C7 1.03 -0.08 -1.79
N2 1.89 -0.52 -0.67
H1 -2.57 3.68 -0.70
H2 -0.91 3.95 0.10
H3 -2.25 5.09 0.51
H4 -2.45 1.19 3.52
H5 -0.85 1.32 2.68
H6 -1.86 -0.20 2.38
H7 -3.09 1.47 -0.66
H8 -2.69 -0.06 0.22
H9 -0.08 1.15 0.40
H10 -0.77 1.90 -1.12
H11 -1.13 -0.28 -2.29
H12 -0.64 -1.23 -0.73
H13 1.19 1.05 -1.92
H14 1.21 -0.66 -2.75
H15 1.88 0.27 0.00
Br1 7.63 0.54 1.03
C8 5.97 -0.44 0.67
C9 5.02 0.38 -0.16
Br2 4.13 1.74 0.92
H16 5.57 -0.74 1.63
H17 6.29 -1.33 0.12
H18 4.20 -0.25 -0.54
H19 5.50 0.90 -0.99
Br3 -0.10 -3.70 -0.10
C10 -1.70 -4.75 -0.50
C11 -2.68 -3.97 -1.34
Br4 -3.64 -2.65 -0.28
H20 -2.12 -5.07 0.46
H21 -1.34 -5.62 -1.04
H22 -3.45 -4.63 -1.74
H23 -2.20 -3.43 -2.16

---

3.
ORCA calculation (the ωB97M-V functional and the def2-TZVPD basis) on a structure of composition C11H23F5NO3P2RuTe.

**Energy**: -2257.6595 hartree
**Charge**: +2
**2S+1**: 6
**Relative energy (zero: lowest compared OMol25 entry of this formula, charge and spin)**: 0.0 kcal per mole
**Orbital gap (spin up / spin down)**: 7.48 / 6.00 eV

Element x y z (Å)
Ru1 0.17 0.17 0.72
P1 0.63 -2.04 0.55
C1 -0.10 -2.41 -1.00
C2 -1.06 -1.51 -1.48
N1 -1.15 -0.27 -0.86
C3 -2.02 0.67 -1.27
C4 -2.91 0.40 -2.30
C5 -2.89 -0.84 -2.94
C6 -1.95 -1.78 -2.55
C7 -1.98 2.02 -0.57
P2 -0.32 2.34 0.19
H1 -1.88 -2.77 -2.99
H2 -3.62 1.19 -2.56
H3 -3.62 -1.07 -3.72
H4 -2.26 2.83 -1.26
H5 -2.70 2.03 0.27
H6 1.59 -1.97 -3.19
H7 0.01 -3.35 -1.51
H8 3.30 0.46 -2.43
O1 2.32 -1.45 -3.59
H9 2.65 -2.02 -4.32
H10 1.79 0.48 0.70
O2 3.66 1.07 -1.74
H11 2.92 1.66 -1.52
C8 0.54 3.16 -1.15
H12 0.00 4.04 -1.52
H13 1.52 3.47 -0.77
H14 0.68 2.45 -1.97
C9 -0.67 3.64 1.36
H15 0.29 3.99 1.76
H16 -1.19 4.50 0.91
H17 -1.26 3.25 2.19
C10 -0.21 -3.19 1.72
H18 -0.09 -4.23 1.36
H19 0.21 -3.06 2.73
H20 -1.28 -2.92 1.71
C11 2.35 -2.60 0.58
H21 2.71 -2.55 1.61
H22 2.43 -3.64 0.20
H23 2.92 -1.92 -0.06
F1 1.35 1.30 3.22
Te1 0.02 0.23 4.12
F2 -1.27 -0.83 5.07
F3 1.18 -1.28 3.94
F4 0.97 0.73 5.73
F5 -1.07 1.80 4.20
O3 -0.74 -0.14 2.43

---

4.
ORCA calculation (the ωB97M-V functional and the def2-TZVPD basis) on a structure of composition C11H23FNO2P2Tl.

**Energy**: -1592.6412 hartree
**Charge**: +2
**2S+1**: 1
**Relative energy (zero: lowest compared OMol25 entry of this formula, charge and spin)**: 64.6 kcal per mole
**Orbital gap (spin up / spin down)**: 5.27 / 5.27 eV

Element x y z (Å)
Tl1 -0.74 -0.35 1.84
P1 0.08 2.06 0.80
C1 -0.85 2.54 -0.59
C2 -0.67 1.88 -1.83
N1 -0.46 0.52 -1.84
C3 0.09 -0.04 -2.92
C4 0.31 0.67 -4.11
C5 -0.03 2.03 -4.17
C6 -0.55 2.63 -3.03
C7 0.51 -1.52 -2.83
P2 -0.37 -2.40 -1.57
H1 -0.80 3.69 -2.98
H2 0.73 0.14 -4.96
H3 0.11 2.60 -5.08
H4 0.33 -2.00 -3.80
H5 1.59 -1.58 -2.62
H6 -2.61 1.74 -0.03
H7 -1.29 3.54 -0.61
H8 -3.65 -0.03 0.59
O1 -3.35 1.46 0.50
H9 -3.98 2.20 0.44
H10 -2.89 -1.03 1.49
O2 -3.63 -1.01 0.80
H11 -4.47 -1.18 1.26
C8 -2.11 -2.08 -1.60
H12 -2.51 -2.51 -2.52
H13 -2.62 -2.58 -0.76
H14 -2.31 -1.01 -1.62
C9 0.10 -4.10 -1.37
H15 -0.44 -4.53 -0.51
H16 -0.15 -4.68 -2.27
H17 1.18 -4.17 -1.18
C10 1.79 2.26 0.20
H18 1.99 3.32 0.01
H19 2.48 1.87 0.96
H20 1.92 1.69 -0.73
C11 -0.14 3.46 1.96
H21 0.32 3.20 2.92
H22 0.37 4.36 1.55
H23 -1.20 3.68 2.11
F1 0.16 -1.75 -0.15